46
Properties=species:S:1:pos:R:3:mulliken_charge:R:1 method="wB97M-V/def2-TZVPD" orbital_gap_ev=10.45 smiles="CCOC(=O)N(OC(C)=O)P(=O)(N1CC1(C)C)N1CC1(C)C" largest_force_ev_per_a=4.24 e_above_lowest_kcal_mol=0.0 lumo_ha=0.02779
O 1.360 -1.067 -1.918 -0.57
O 1.519 -0.125 3.667 -0.56
O -1.557 -1.399 -0.959 -0.85
O 1.167 -1.127 1.635 -0.24
O 2.930 -1.265 -0.294 -0.45
C 1.648 -1.099 -0.732 0.58
C 1.290 -0.060 2.477 0.76
N 0.731 -0.920 0.258 0.69
N -0.800 1.164 -0.899 0.02
N -1.785 -0.128 1.341 -0.02
C 1.104 1.388 1.957 -0.74
C 3.986 0.777 -1.156 -0.85
C -1.079 0.235 -3.505 -1.64
C 0.035 2.479 -2.796 -1.73
C -1.967 -0.854 3.770 -1.80
C -1.607 -2.754 2.054 -1.56
C 3.947 -0.770 -1.172 -0.28
C -2.096 1.555 -1.451 -0.72
C -3.096 -0.736 1.337 -0.58
C -0.839 1.290 -2.349 1.27
C -1.962 -1.260 2.271 1.24
P -0.858 -0.391 -0.136 0.17
H 0.077 1.639 1.821 0.27
H 1.514 2.161 2.648 0.36
H 1.649 1.544 1.038 0.12
H 4.820 1.149 -1.724 0.43
H 4.002 1.168 -0.128 0.23
H 3.070 1.203 -1.633 0.08
H -0.233 0.220 -4.181 0.40
H -1.249 -0.779 -3.163 0.28
H -1.921 0.537 -4.079 0.44
H 0.875 2.132 -3.397 0.38
H 0.410 3.063 -1.967 0.40
H -0.564 3.176 -3.427 0.31
H -2.745 -1.367 4.314 0.42
H -2.114 0.205 3.884 0.41
H -1.010 -1.083 4.269 0.32
H -2.471 -3.392 2.275 0.40
H -0.831 -3.045 2.721 0.37
H -1.304 -2.965 1.032 0.36
H 4.898 -1.224 -0.908 0.39
H 3.785 -1.072 -2.205 0.29
H -2.896 0.816 -1.653 0.32
H -2.432 2.558 -1.240 0.32
H -3.912 -0.130 1.678 0.30
H -3.489 -1.446 0.624 0.27

10
Properties=species:S:1:pos:R:3:mulliken_charge:R:1 method="wB97M-V/def2-TZVPD" orbital_gap_ev=9.82 smiles="O=Cc1ncco1" largest_force_ev_per_a=0.53 e_above_lowest_kcal_mol=26.9 lumo_ha=-0.00394
O 2.559 0.727 0.660 -0.45
C 2.007 -0.053 -0.077 -0.06
C 0.543 -0.022 -0.264 0.54
N -0.217 -1.045 -0.502 -0.50
C -1.479 -0.611 -0.152 -0.32
C -1.403 0.681 0.259 -0.05
O -0.110 1.068 0.183 -0.25
H 2.527 -0.886 -0.580 0.35
H -2.333 -1.272 -0.171 0.37
H -2.094 1.414 0.646 0.38

62
Properties=species:S:1:pos:R:3:mulliken_charge:R:1 method="wB97M-V/def2-TZVPD" orbital_gap_ev="6.28 / 4.90" largest_force_ev_per_a=0.81 multiplicity=3 e_above_lowest_kcal_mol=32.8 lumo_ha="0.08269 / 0.02874" charge=-1 s2=2.01
Au 0.003 0.113 -0.249 0.69
C -0.341 4.449 -0.385 -1.42
C -1.432 3.825 -1.208 1.01
C -2.044 4.542 -2.230 -0.82
C -3.037 3.971 -3.007 -0.74
C -3.428 2.662 -2.771 -0.96
C -2.845 1.915 -1.755 1.01
C -3.270 0.500 -1.484 -0.86
C -1.849 2.509 -0.966 0.04
N -1.232 1.737 0.044 -0.02
C -1.331 2.111 1.348 0.57
O -1.982 3.041 1.798 -0.70
C -0.486 1.270 2.307 -0.37
C -0.567 1.232 3.685 -0.34
C 0.243 0.315 4.355 -0.31
C 1.106 -0.541 3.674 -0.22
C 1.141 -0.449 2.295 -0.23
N 0.387 0.469 1.727 -0.09
C 1.939 -1.326 1.330 0.52
O 2.817 -2.044 1.778 -0.70
N 1.578 -1.184 0.023 -0.10
C 2.282 -1.876 -0.987 0.14
C 1.579 -2.785 -1.793 1.06
C 0.119 -3.035 -1.542 -0.91
C 2.263 -3.452 -2.801 -0.90
C 3.614 -3.227 -3.016 -0.76
C 4.292 -2.314 -2.225 -0.80
C 3.642 -1.622 -1.208 0.90
C 4.391 -0.620 -0.379 -1.50
H 0.058 5.335 -0.881 0.45
H 0.476 3.743 -0.223 0.25
H -0.722 4.734 0.597 0.25
H -1.728 5.562 -2.419 0.35
H -3.503 4.544 -3.800 0.38
H -4.203 2.210 -3.379 0.37
H -4.095 0.203 -2.132 0.39
H -3.564 0.370 -0.441 0.15
H -2.444 -0.201 -1.646 -0.06
H -1.269 1.870 4.203 0.51
H 0.174 0.242 5.433 0.41
H 1.703 -1.285 4.181 0.48
H -0.060 -3.309 -0.501 0.09
H -0.268 -3.820 -2.191 0.43
H -0.468 -2.128 -1.729 -0.03
H 1.728 -4.164 -3.419 0.37
H 4.136 -3.759 -3.802 0.38
H 5.346 -2.126 -2.399 0.36
H 5.297 -0.296 -0.891 0.47
H 4.664 -1.054 0.585 0.26
H 3.774 0.257 -0.174 0.27
S -2.610 -1.091 1.854 -0.22
C -3.113 -2.500 0.965 0.20
C -4.252 -2.659 0.185 -0.51
C -4.466 -3.869 -0.472 -0.55
C -3.553 -4.908 -0.348 -0.48
C -2.414 -4.756 0.439 -0.43
C -2.196 -3.552 1.099 0.01
S -0.844 -3.122 2.121 -0.29
H -4.963 -1.846 0.094 0.42
H -5.352 -3.998 -1.084 0.35
H -3.727 -5.845 -0.865 0.34
H -1.698 -5.564 0.541 0.41

100
Properties=species:S:1:pos:R:3:mulliken_charge:R:1 method="wB97M-V/def2-TZVPD" orbital_gap_ev=9.37 largest_force_ev_per_a=11.88 e_above_lowest_kcal_mol=424.1 lumo_ha=-0.06406 charge=+1
O 0.385 -0.065 0.766 2.41
H -0.180 -0.242 1.518 0.14
H 0.695 -0.669 0.082 -0.13
H 0.337 0.869 0.461 0.00
C 0.779 3.077 1.979 -0.40
O -0.144 2.371 1.465 0.52
C -1.504 2.729 1.587 -2.07
C -2.407 1.740 0.930 0.56
N -3.739 2.443 1.033 -0.29
C -4.774 1.588 0.356 -1.00
C -6.246 2.262 0.602 -0.60
O -7.291 1.395 -0.030 -0.28
C -8.549 1.968 -0.024 -0.56
H 0.466 4.009 1.854 0.45
H 1.537 2.786 1.355 -0.18
H 0.861 2.617 3.128 -0.11
H -1.482 3.720 1.247 0.63
H -1.699 2.769 2.746 0.43
H -2.306 0.872 1.379 -0.04
H -2.080 1.681 0.002 0.27
H -3.867 2.827 2.027 0.37
H -4.926 0.764 0.680 0.63
H -4.526 1.326 -0.642 0.40
H -6.023 3.319 0.066 0.30
H -6.373 2.474 1.650 0.41
H -8.559 2.454 1.024 0.25
H -9.447 1.330 -0.338 0.22
H -8.552 2.895 -0.787 0.23
C 2.708 -5.549 0.942 -0.70
O 1.929 -4.865 0.195 -0.29
C 2.164 -3.424 0.113 -0.56
C 1.354 -3.085 -1.116 -1.04
N 1.316 -1.630 -1.207 0.74
C 0.307 -1.243 -2.299 -0.95
C 0.527 0.193 -2.715 -0.73
O 0.032 1.065 -1.643 -0.42
C 0.222 2.470 -2.067 -1.12
H 2.763 -5.190 2.186 0.19
H 3.712 -5.476 0.649 0.33
H 2.630 -6.694 0.987 0.27
H 3.138 -3.164 -0.210 0.60
H 1.751 -2.894 0.969 0.21
H 0.264 -3.361 -1.123 0.35
H 1.857 -3.443 -1.961 0.52
H 2.289 -1.435 -1.497 -1.55
H -0.678 -1.636 -2.033 0.27
H 0.518 -1.777 -3.346 0.45
H -0.120 0.293 -3.514 0.80
H 1.576 0.232 -3.032 0.23
H 0.255 3.073 -3.023 0.42
H 1.247 2.532 -2.072 0.48
H 0.121 3.072 -1.126 0.25
C 0.713 1.908 5.629 -1.05
O 0.532 0.966 4.819 -0.43
C -0.757 0.761 4.209 0.04
C -0.676 -0.529 3.478 -1.15
N -1.607 -0.584 2.379 -0.65
C -1.805 -1.845 1.799 0.22
C -2.913 -1.829 0.772 -1.71
O -2.456 -0.823 -0.293 0.65
C -3.387 -0.861 -1.327 -1.92
H 0.231 1.673 6.372 0.57
H 0.389 2.853 5.164 0.40
H 1.786 1.996 5.829 0.24
H -1.067 1.659 3.602 -0.52
H -1.550 0.731 4.951 0.65
H -0.868 -1.325 4.117 0.72
H 0.339 -0.634 3.027 0.28
H -2.558 -0.501 2.859 0.38
H -2.229 -2.687 2.595 0.31
H -0.718 -2.103 1.347 -0.40
H -3.731 -1.399 1.170 0.48
H -2.848 -2.698 0.409 0.89
H -4.322 -0.807 -1.020 0.68
H -3.451 -1.704 -1.953 0.44
H -3.367 -0.054 -2.069 0.46
C 3.365 1.499 1.531 -0.98
O 2.499 1.274 0.678 -0.03
C 2.834 1.372 -0.746 1.16
C 3.734 0.226 -1.060 -1.92
N 3.520 0.060 -2.428 -0.26
C 4.220 -1.135 -2.896 0.00
C 4.094 -1.308 -4.332 -0.41
O 4.806 -2.434 -4.950 -0.36
C 4.732 -2.411 -6.289 -1.09
H 4.272 0.873 1.541 0.29
H 2.971 1.539 2.545 0.30
H 3.946 2.559 1.290 0.24
H 3.428 2.192 -1.076 1.16
H 1.760 1.400 -1.103 -1.97
H 3.576 -0.553 -0.443 0.82
H 4.780 0.385 -0.879 0.78
H 3.968 0.835 -2.900 0.44
H 3.830 -1.966 -2.248 -0.20
H 5.380 -0.945 -2.648 0.31
H 4.722 -0.311 -4.659 0.24
H 3.088 -1.257 -4.782 0.39
H 5.481 -3.055 -6.791 0.34
H 5.167 -1.635 -6.541 0.54
H 3.877 -2.737 -6.856 0.33

66
Properties=species:S:1:pos:R:3:mulliken_charge:R:1 method="wB97M-V/def2-TZVPD" orbital_gap_ev="4.35 / 4.35" largest_force_ev_per_a=3.70 e_above_lowest_kcal_mol=4.1 lumo_ha="-0.33981 / -0.33975" charge=+2
Tl 0.525 -1.525 0.581 0.89
C 0.346 2.066 -2.896 -0.96
Si 1.419 2.508 -1.393 0.17
C 2.163 4.258 -1.658 -1.11
C 2.954 1.430 -1.430 -0.54
C 0.451 2.344 0.197 1.10
C -1.000 2.449 0.159 -0.46
C -1.656 3.643 0.122 -0.31
C -3.034 3.665 0.213 -0.55
C -3.708 2.446 0.382 -0.90
C -2.935 1.279 0.315 -0.10
N -1.617 1.228 0.240 0.34
Si 1.236 2.360 1.853 -0.07
C 0.059 1.699 3.157 -0.87
C 1.781 4.066 2.492 -1.07
C 2.861 1.414 2.014 -0.54
H 0.982 2.241 -3.836 0.38
H -0.554 2.705 -3.029 0.35
H 0.027 0.991 -2.862 0.23
H 2.109 4.621 -2.693 0.39
H 3.210 4.357 -1.378 0.39
H 1.570 4.998 -1.080 0.34
H 3.181 1.326 -2.498 0.43
H 2.824 0.456 -0.982 -0.26
H 3.833 1.951 -0.942 0.33
H -1.092 4.589 -0.025 0.37
H -3.566 4.609 0.177 0.48
H -4.765 2.389 0.499 0.51
H -3.394 0.278 0.344 0.30
H -0.936 2.202 3.181 0.31
H 0.588 1.838 4.135 0.40
H -0.125 0.625 3.078 0.22
H 1.056 4.854 2.232 0.34
H 2.755 4.297 2.049 0.38
H 1.919 4.071 3.574 0.35
H 3.000 0.665 1.206 -0.26
H 2.768 0.816 2.935 0.37
H 3.742 2.035 2.111 0.43
N 3.307 -2.285 -0.021 -0.36
C 3.631 -3.449 0.788 -0.74
C 2.917 -4.720 0.302 -0.57
C 1.398 -4.817 0.606 -0.65
N 0.597 -3.926 -0.278 -0.49
H 3.383 -2.469 -1.018 0.20
H 3.897 -1.467 0.277 0.21
H 3.336 -3.219 1.831 0.29
H 4.723 -3.619 0.766 0.42
H 3.395 -5.549 0.869 0.33
H 3.084 -4.896 -0.763 0.33
H 1.202 -4.568 1.662 0.31
H 1.156 -5.880 0.442 0.42
H -0.383 -4.205 -0.225 0.21
H 0.915 -4.132 -1.233 0.25
Se -2.757 -3.243 1.823 0.31
N -2.347 -2.211 0.403 -0.39
C -3.269 -2.322 -0.539 0.51
C -3.341 -1.648 -1.805 -0.19
C -4.511 -1.669 -2.530 -0.53
C -5.561 -2.574 -2.196 -0.52
C -5.456 -3.375 -1.087 -0.55
C -4.379 -3.229 -0.162 0.62
N -4.192 -3.881 0.978 -0.73
H -2.500 -1.045 -2.230 0.30
H -4.604 -1.002 -3.394 0.40
H -6.405 -2.694 -2.845 0.43
H -6.216 -4.152 -0.967 0.41

14
Properties=species:S:1:pos:R:3:mulliken_charge:R:1 method="wB97M-V/def2-TZVPD" orbital_gap_ev=8.11 smiles=c1cc2cc[nH]n2c1 largest_force_ev_per_a=2.68 e_above_lowest_kcal_mol=30.3 lumo_ha=0.03277
C 2.136 -0.003 0.004 -0.55
C 1.292 1.152 -0.052 -0.66
C -0.016 0.688 -0.110 0.39
C -1.367 1.121 -0.028 -0.64
C -2.101 -0.011 0.005 -0.42
C 1.356 -1.158 -0.078 -0.19
H 3.200 0.019 0.170 0.40
H 1.581 2.181 -0.120 0.41
H -1.670 2.170 0.062 0.34
H -3.153 -0.156 0.004 0.43
H -1.558 -2.008 0.307 0.25
H 1.507 -2.216 0.067 0.36
N -1.257 -1.105 -0.116 -0.50
N 0.050 -0.675 -0.113 0.38

16
Properties=species:S:1:pos:R:3:mulliken_charge:R:1 method="wB97M-V/def2-TZVPD" orbital_gap_ev=9.75 smiles="NCNC(=O)CN" largest_force_ev_per_a=2.53 e_above_lowest_kcal_mol=27.2 lumo_ha=0.03567
O 0.351 -0.042 -1.675 -0.61
C -0.006 0.461 -0.623 0.66
N 0.446 0.039 0.583 -0.24
C 1.546 -0.985 0.690 -0.50
N 1.278 -1.940 1.701 -0.58
C -1.044 1.588 -0.595 -0.45
N -2.411 1.048 -0.436 -0.43
H 0.385 0.735 1.314 0.24
H 1.514 -1.391 -0.333 0.34
H 2.497 -0.452 0.796 0.36
H 1.852 -2.745 1.883 0.22
H 0.337 -2.288 1.508 0.22
H -1.144 2.049 -1.571 0.29
H -0.852 2.342 0.168 0.18
H -2.660 0.254 0.119 0.15
H -3.157 1.606 -0.798 0.14